[1]
DFT (ωB97M-V/def2-TZVPD) results for a structure of composition C21H58BF4N4O17PZn2 at a distorted geometry.

Summary:
2S+1 = 1
DFT total energy = -181166.6074 eV
net charge = 0

Last column: Mulliken charge in e.
Element x y z (Å)
O1 0.377 -3.419 2.082  -0.883
O2 0.124 0.207 3.523  -0.062
C1 0.067 -4.005 -2.373  0.390
N1 0.615 -1.812 4.481  -0.243
C2 3.082 -1.441 1.615  -0.871
H1 0.548 5.332 0.654  0.578
C3 -3.268 -0.530 2.897  -0.732
H2 3.908 -0.842 2.009  0.450
H3 0.111 2.583 -2.215  0.028
H4 -0.500 -5.164 2.666  0.430
Zn1 2.237 0.252 -1.010  1.053
C4 0.719 2.327 -3.085  -0.943
H5 -1.537 -2.539 0.511  -0.057
N2 -0.706 2.624 2.341  0.268
H6 -4.245 1.810 -2.423  0.123
F1 5.434 2.313 -0.179  -0.385
O3 -2.462 0.591 2.548  0.938
C5 -2.922 1.839 3.002  -1.108
H7 -4.834 3.203 -1.523  0.489
H8 0.118 -3.661 -3.412  0.340
H9 3.137 -2.459 2.006  0.274
H10 -0.959 -3.709 -2.091  -0.044
C6 -1.703 -4.406 1.146  -0.207
H11 -5.678 1.352 -0.440  0.469
H12 -2.508 3.085 1.261  0.383
H13 0.145 -2.633 1.531  0.420
H14 3.380 1.845 -3.896  0.348
C7 0.085 4.877 1.532  -0.991
H15 -2.714 1.929 4.077  0.514
C8 4.411 -1.586 -1.813  -0.964
H16 -1.206 -4.941 0.334  -0.089
O4 -2.799 2.814 -1.286  -0.684
H17 0.581 -0.447 6.593  0.152
H18 -3.678 -2.752 -4.136  0.341
H19 -0.980 -5.915 -2.367  0.315
H20 0.078 2.075 -3.929  0.278
H21 -3.920 -0.743 -3.376  0.409
H22 0.732 -2.254 5.374  0.192
H23 -0.354 3.259 0.284  -0.028
H24 2.135 -1.027 1.949  -0.254
H25 -2.527 -5.009 1.535  0.424
C9 -1.921 -0.040 -3.854  -0.119
H26 0.488 -5.890 -1.410  0.364
C10 1.262 6.474 2.797  -0.829
Zn2 -0.589 0.626 1.681  0.089
H27 -2.237 2.025 -1.110  -0.201
H28 1.143 3.324 -3.285  0.303
H29 0.718 -2.349 3.618  0.102
H30 -2.051 0.840 -3.214  -0.135
O5 0.858 0.508 0.301  -0.789
H31 3.887 -0.581 -4.323  0.475
H32 1.982 6.751 2.016  0.295
C11 4.411 -1.841 -0.298  -0.665
H33 -4.313 1.803 0.566  -0.459
C12 0.041 -5.527 -2.340  -0.986
H34 -1.356 -3.714 3.183  0.194
O6 -2.952 -2.173 -4.375  -0.599
O7 0.837 -6.022 -3.432  -0.562
H35 -4.154 -0.563 2.263  0.198
H36 -0.939 5.260 1.597  0.422
C13 -2.147 2.942 2.279  -0.703
O8 -3.974 0.135 -0.571  -0.652
O9 0.688 -0.783 -1.530  1.116
O10 -2.254 -3.199 0.618  -0.668
P1 -0.242 -0.357 -0.374  1.195
H37 -0.274 2.954 3.198  0.396
O11 1.741 1.436 -2.762  0.131
H38 -3.983 1.957 2.761  0.417
N3 3.915 -0.230 -2.113  -0.154
C14 3.281 -0.279 -3.467  -0.643
C15 -4.134 2.368 -1.485  -0.401
C16 -0.814 -4.166 2.346  -0.527
H39 5.277 -1.306 0.110  0.421
H40 0.304 1.071 5.852  0.212
N4 0.445 0.083 5.754  -0.447
H41 1.059 3.024 1.314  0.261
F2 3.346 1.458 0.204  -0.124
H42 -2.680 -1.421 2.678  -0.123
H43 2.467 -1.006 -3.407  0.095
O12 1.018 -3.417 -1.518  -0.465
O13 -0.480 -1.201 0.885  -1.127
O14 -0.622 -0.600 -3.932  -0.554
C17 0.360 -0.489 4.529  0.495
H44 -3.465 -0.556 3.971  0.366
F3 3.610 3.064 -1.405  -0.367
C18 2.606 1.072 -3.801  -0.949
H45 -2.222 0.318 -4.842  0.555
H46 1.745 6.601 3.765  0.251
H47 -0.366 -0.763 -2.996  -0.253
O15 -1.304 0.769 -0.277  2.032
H48 0.766 -2.461 -1.463  -0.170
H49 5.396 -1.799 -2.233  0.422
O16 3.187 -1.358 0.203  0.372
H50 0.425 7.175 2.684  0.327
H51 4.506 -2.909 -0.092  0.419
C19 0.025 3.377 1.299  -0.618
H52 -2.709 -1.535 -2.401  0.008
H53 3.773 -2.353 -2.257  0.285
H54 4.722 0.361 -2.305  0.321
H55 -3.007 0.288 -0.492  -0.138
B1 4.070 2.653 -0.162  0.304
F4 3.843 3.641 0.792  -0.342
C20 -4.586 1.392 -0.417  -0.006
H56 -2.324 3.887 2.802  0.459
C21 -2.890 -1.119 -3.399  -0.171
O17 0.843 5.142 2.706  -0.247
H57 1.374 -6.737 -3.084  0.325
H58 2.054 0.941 -4.736  0.504

[2]
DFT (ωB97M-V/def2-TZVPD) results for a structure of composition C40H18BF25GeN4OPtS2 at a distorted geometry.

Summary:
2S+1 = 5
DFT total energy = -199826.7151 eV
net charge = 0

Last column: Mulliken spin population.
Element x y z (Å)
F1 1.138 0.325 4.101  0.000
C1 4.474 2.169 -2.196  -0.032
F2 5.233 1.593 -1.258  -0.007
C2 2.636 -1.270 -2.787  0.338
Pt1 -2.018 -0.615 1.395  1.555
H1 -3.007 3.802 -2.881  -0.007
S1 -0.766 0.379 -0.611  0.672
C3 3.184 -3.456 -4.471  -0.004
H2 -2.405 6.182 -0.965  0.001
C4 1.698 -2.254 -3.029  -0.039
F3 -5.855 1.056 -0.773  0.001
F4 4.111 -2.343 -0.537  -0.009
C5 -2.417 -3.475 2.564  -0.040
C6 0.952 -4.640 1.411  -0.003
F5 6.301 3.554 -2.785  0.000
F6 1.026 -4.306 -4.010  0.000
C7 -5.978 1.300 2.038  0.016
C8 3.496 -0.156 0.063  0.179
F7 -3.373 1.702 3.205  -0.002
H3 -4.398 -5.177 4.725  0.000
H4 -6.395 2.304 1.992  0.000
C9 -0.968 1.964 -0.946  0.088
F8 -0.557 0.945 2.665  0.014
C10 5.248 -0.299 2.239  0.020
F9 5.846 -2.485 1.564  0.000
N1 -0.118 -6.873 3.090  0.000
F10 1.175 -0.283 1.908  0.009
C11 -0.751 -5.733 2.860  0.001
C12 4.239 -1.291 0.299  -0.041
C13 -2.125 5.184 -0.639  0.024
C14 -4.069 -4.377 4.079  -0.001
N2 -3.143 -2.364 2.419  0.074
F11 3.453 -4.501 -5.254  -0.001
N3 -0.831 -2.538 1.039  0.190
F12 -0.383 -1.175 3.297  0.035
C15 -2.014 -5.672 3.523  0.000
C16 5.035 3.177 -2.972  0.001
H5 -0.170 6.247 -2.274  0.002
H6 0.621 5.231 -1.062  -0.002
F13 5.319 -2.547 -4.890  0.001
N4 -2.267 -6.771 4.220  0.000
C17 2.440 2.383 -3.369  -0.069
C18 -3.652 2.184 1.990  0.029
C19 0.024 5.221 -1.971  0.024
C20 3.601 0.883 0.969  -0.022
C21 -1.048 3.129 -1.306  0.158
F14 -5.252 3.041 -0.233  0.000
B1 0.400 -0.020 3.039  -0.012
H7 -6.670 0.592 1.589  -0.001
C22 3.174 1.741 -2.390  0.311
H8 2.227 -3.506 0.113  0.001
H9 -3.030 4.619 -0.429  -0.006
C23 0.342 -2.545 0.444  -0.014
C24 4.139 -2.462 -4.273  -0.004
S2 -1.028 -7.787 4.054  0.000
H10 0.592 4.734 -2.758  -0.007
F15 -4.115 3.429 2.151  0.000
F16 -3.799 1.637 -0.945  0.000
F17 4.591 1.875 2.879  0.000
C25 3.853 -1.391 -3.431  -0.115
F18 4.808 4.764 -4.703  0.000
C26 5.121 -1.377 1.368  -0.007
C27 -4.641 1.233 1.271  -0.010
C28 -2.110 4.396 -3.036  0.051
C29 4.273 3.798 -3.957  0.006
H11 -5.738 -3.073 4.390  0.000
H12 -5.807 1.025 3.077  0.000
C30 -4.296 -2.240 3.039  -0.012
F19 6.115 -0.358 3.250  0.002
F20 2.837 1.962 0.732  0.007
C31 1.949 -3.353 -3.840  -0.002
Ge1 2.183 0.227 -1.422  0.399
H13 -2.394 5.396 -3.352  0.005
C32 1.275 -3.568 0.612  0.003
H14 0.582 -1.698 -0.182  0.044
H15 -4.840 -1.331 2.831  0.009
H16 1.631 -5.462 1.575  0.000
C33 -4.884 1.751 -0.174  0.000
F21 4.788 -0.451 -3.240  -0.016
F22 -2.488 2.282 1.339  -0.008
C34 4.472 0.844 2.045  -0.008
C35 -1.161 -3.554 1.851  -0.020
O1 -4.136 -0.020 1.225  0.108
C36 2.953 3.405 -4.154  -0.009
H17 -1.518 3.929 -3.820  -0.005
F23 2.198 4.016 -5.076  0.000
C37 -4.798 -3.225 3.888  0.004
C38 -0.298 -4.652 2.036  0.000
C39 -1.299 4.486 -1.729  0.147
F24 1.171 1.966 -3.552  -0.008
C40 -2.852 -4.520 3.404  0.008
F25 0.487 -2.126 -2.456  0.006
H18 -1.552 5.263 0.282  -0.002

[3]
DFT (ωB97M-V/def2-TZVPD) results for the molecule C24H29N3O4.

Summary:
energy relative to the best compared isomer or geometry (same formula, charge and spin) = 2.364 eV
2S+1 = 1
net charge = 0

Last column: Mulliken charge in e.
Element x y z (Å)
C1 1.821 -1.483 1.158  -0.599
C2 -1.004 -1.880 3.354  -0.424
H1 -0.228 1.117 -6.268  0.363
H2 2.424 -0.641 -1.762  0.324
C3 -1.341 -2.852 1.098  0.492
H3 2.075 -2.481 0.834  0.482
C4 0.015 -1.439 -0.591  0.283
C5 0.349 4.169 3.800  -0.564
C6 1.136 2.882 3.577  -0.623
H4 0.088 6.119 2.912  0.380
H5 -3.035 0.403 -5.324  0.377
H6 -1.535 -4.708 0.772  0.460
C7 -2.199 -0.582 1.743  -0.259
C8 2.123 0.359 2.679  -0.535
H7 -0.713 3.929 3.752  0.253
C9 0.677 -3.281 -1.932  0.345
H8 1.677 0.595 -3.727  0.558
O1 1.237 -3.902 -2.808  -0.660
C10 2.467 -0.907 2.233  -1.297
H9 -0.542 -1.479 -3.722  0.413
O2 -1.790 -4.042 1.467  -0.633
C11 1.698 -1.106 -2.439  -1.276
N1 0.826 -1.960 -1.674  0.291
C12 0.515 0.511 0.901  0.829
H10 -2.650 -0.457 0.771  0.506
C13 -1.129 -0.806 4.220  -0.501
C14 -2.241 -0.324 -5.156  -1.009
H11 0.574 4.541 4.801  0.391
H12 0.411 0.628 -2.500  0.415
O3 -0.676 -4.961 -0.736  -0.783
H13 -1.964 -0.770 -6.124  0.350
H14 2.626 0.771 3.539  0.429
H15 2.213 3.098 3.534  0.405
C15 1.139 1.082 2.012  0.065
H16 -2.624 -1.112 -4.510  0.265
H17 0.453 -0.962 -5.092  0.317
C16 -0.648 1.444 -5.304  -1.043
H18 0.492 4.841 1.761  0.269
H19 -2.784 1.351 2.488  0.391
C17 0.942 -0.016 -3.203  -0.751
H20 -0.242 1.089 0.393  0.569
C18 -0.668 -2.677 -0.073  -0.688
N2 -1.745 0.319 3.903  -0.536
H21 -1.476 2.124 -5.499  0.371
O4 0.704 2.315 2.353  -0.283
H22 2.225 -1.760 -3.139  0.645
C19 0.825 -0.772 0.496  -0.335
H23 -0.713 -0.719 -0.993  0.557
C20 -0.069 -0.609 -4.186  -0.669
C21 -1.534 -1.758 2.073  0.421
H24 -0.716 -0.849 5.219  0.385
C22 -2.278 0.418 2.699  -0.458
H25 -0.493 -2.781 3.651  0.474
H26 1.739 5.503 2.820  0.311
C23 -0.302 -3.805 -0.894  0.572
N3 -1.128 0.336 -4.503  0.009
C24 0.689 5.227 2.757  -1.149
H27 0.119 1.986 -4.755  0.310
H28 0.944 2.178 4.397  0.412
H29 3.241 -1.454 2.749  0.388